(1)
This record from OMol25 describes a structure of composition C31H28Cl2INP2V at a distorted geometry. The level of theory is the ωB97M-V functional and the def2-TZVPD basis.

Computed properties:
HOMO-LUMO gap (alpha / beta), Eh: 0.1817 / 0.1797
E_tot, a.u.: -4096.61623
Charge: +3
Spin multiplicity: 1
HOMO level (alpha / beta), eV: -16.526 / -16.547

XYZ file:
```
66
C31H28Cl2INP2V (the ωB97M-V functional and the def2-TZVPD basis)
H 4.30328 4.56050 -3.60949
C 3.70808 0.26510 1.96509
H 2.03582 -2.60088 1.95478
C -0.43699 4.37716 -2.48480
H 4.47317 0.12589 5.74889
C 5.27812 0.39924 3.77880
C 2.68585 3.46477 -2.74467
H -3.32794 2.78472 -4.50173
H -1.01605 -2.33681 3.05761
H 2.80706 -3.37515 -0.75358
C -0.21459 0.65127 4.50771
N 1.16396 -0.48175 -0.48920
C -1.93605 -1.51874 4.79815
C 3.04249 2.67709 -0.48489
H 0.32871 -2.53361 1.45974
C 2.31650 -2.42513 -0.90370
C 4.75587 3.93078 -1.60741
I -1.98372 -0.84406 0.10570
C 0.96586 0.47808 -2.74825
H 0.48175 1.47574 4.42814
C 2.20946 -1.73108 -2.09960
H 0.36820 4.82425 -1.91511
C -2.38057 4.60877 -3.87898
H -1.24038 6.25810 -3.10884
H 2.06542 3.55078 -3.62816
Cl 0.51479 2.66150 1.79100
H 1.67787 0.70407 -3.54426
H 2.69948 2.14076 0.39147
Cl -1.92153 2.53941 0.42217
C 4.30381 3.24986 -0.48519
H 2.16739 -0.17240 4.97823
H -1.73765 1.33391 -3.32895
C 1.28083 -1.99102 1.45827
H -1.15577 1.44108 6.25829
C -0.16336 -0.42063 3.60251
V 0.00488 0.75765 0.34824
H 0.04018 0.13097 -3.22038
H -1.00106 4.46391 1.48752
C 2.22639 2.78757 -1.60983
C -2.51631 3.22659 -3.93969
H 3.50347 0.27590 0.89983
H -3.09062 5.23700 -4.39984
P 0.62711 1.95535 -1.70224
C -1.98945 -0.45570 5.69079
C 2.94940 0.01349 4.25624
C 1.47556 -0.55775 -1.83130
H 4.93326 3.17443 0.39213
C 3.94876 4.03287 -2.73396
C -0.55532 2.98579 -2.57178
H 5.80661 0.59112 1.70599
C -1.61141 2.40952 -3.28444
H 5.73822 4.38328 -1.60477
H 6.29353 0.53192 4.12738
C -1.12703 0.62565 5.54764
P 1.03337 -0.35667 2.26951
H 2.58811 -2.04037 -3.06226
C 1.63808 -1.67331 0.06493
H -1.61233 3.23914 2.65799
C 2.67383 0.06060 2.88697
C 5.00414 0.43735 2.41560
C -1.03474 -1.50269 3.74754
H -2.59520 -2.36742 4.92201
C 4.25544 0.18032 4.69059
C -1.34579 5.18239 -3.15017
H -2.70003 -0.47226 6.50651
C -1.09615 3.40744 1.71770
```

---

(2)
This record from OMol25 describes a structure of composition C31H28MoN7OS2. The level of theory is the ωB97M-V functional and the def2-TZVPD basis.

Computed properties:
HOMO-LUMO gap (alpha / beta), Eh: 0.2219 / 0.2198
E_tot, a.u.: -2520.32500
Expectation value of S²: 2.027
Charge: +3
Spin multiplicity: 3
HOMO level (alpha / beta), eV: -16.267 / -16.417
ΔE to the lowest compared entry with this formula, charge and spin, kJ/mol: 0.00

XYZ file:
```
70
C31H28MoN7OS2 (the ωB97M-V functional and the def2-TZVPD basis)
C -1.48691 -3.99718 -3.53980
C -2.82877 3.63178 3.69550
H -3.94109 2.78586 -2.44430
H -2.09842 5.56052 6.36996
C -3.69886 -3.57009 -4.38999
N -1.98216 1.60642 0.00601
H -4.07324 4.70367 -0.84751
C -2.08301 2.62421 0.90846
C -3.03167 4.44064 4.79868
H 2.35873 -0.92315 0.66095
S -0.30785 -1.44159 1.91191
Mo -0.46592 0.20003 0.28922
H -2.84934 4.57208 1.31694
H 0.78282 -1.99805 4.37398
C -2.63789 1.67426 -1.16813
H 6.19853 -1.68189 0.87955
C -0.43584 3.71742 4.07574
C -3.91515 -2.62312 -3.39337
C -0.64715 4.55828 5.15190
C 3.80805 0.39908 -0.23161
H -3.68624 3.25392 3.15262
C 2.79893 -3.45955 -3.40700
N 1.49812 0.87418 0.08032
N 5.41615 -1.04293 0.90423
C 1.66221 -4.26851 -0.98473
C -2.81181 3.75562 0.61019
C -3.49056 3.82410 -0.60603
C 1.00081 -3.39398 -1.83956
N 0.78365 -0.99487 4.29462
H 0.97879 -0.45631 5.12672
H -4.47960 -3.78236 -5.10668
H 4.44810 -4.70832 -2.84812
N -0.57822 1.33577 2.09748
C -3.41673 2.76722 -1.49973
H 3.24595 -3.16054 -4.34458
C 2.91166 2.52064 -0.90395
H 5.29563 -0.49145 1.73726
C -1.71024 -3.03065 -2.56897
C 0.21649 -0.37626 3.25824
H -3.10728 -1.64962 -1.66363
H -2.33982 -5.00401 -5.22219
H -4.03657 4.70431 5.09664
S -0.53272 -2.75982 -1.26740
H 1.00710 -2.32934 -3.72772
C 4.91332 -0.63781 -0.27926
H 0.19639 4.93421 5.71376
C 1.67716 2.09727 -0.45558
C -1.33739 2.39302 2.17207
H -4.86582 -2.11266 -3.32951
H -2.52382 0.83039 -1.83906
C -1.94021 4.91307 5.51818
H 0.18325 -0.82976 -2.11476
C -1.52759 3.25796 3.32969
N 0.06507 0.90697 3.24129
C -2.92344 -2.35523 -2.46783
C 3.47414 -4.33684 -2.56031
H 4.95445 1.92152 -1.22265
H 3.43830 -5.43846 -0.72107
N -0.28460 -1.09895 -1.24717
H -0.55819 -4.54729 -3.58674
C 3.98622 1.64636 -0.82363
O 5.21993 -1.06992 -1.36483
H 0.56880 3.43237 3.80154
C 2.55351 0.04702 0.22157
H 1.20816 -4.58077 -0.05290
C 1.54994 -2.98418 -3.05599
H 0.80351 2.73925 -0.52123
C 2.91060 -4.74592 -1.36165
H 3.01678 3.50862 -1.32880
C -2.49711 -4.25667 -4.45730
```

---

(3)
This record from OMol25 describes a structure of composition C31H28N4O8STc at a distorted geometry. The level of theory is the ωB97M-V functional and the def2-TZVPD basis.

Computed properties:
HOMO-LUMO gap, Eh: 0.1857
E_tot, a.u.: -2497.71601
Charge: -1
Spin multiplicity: 1
HOMO level, eV: -4.054
ΔE to the lowest compared entry with this formula, charge and spin, kJ/mol: 193.72

XYZ file:
```
73
C31H28N4O8STc (the ωB97M-V functional and the def2-TZVPD basis)
O -6.51107 0.12701 3.00418
N 0.55069 2.68007 0.92430
C 3.86796 0.09949 3.03830
C -2.28043 -3.47476 1.42332
N -3.58196 -0.03252 -2.13458
C -0.31625 3.62862 0.62831
O -0.52682 0.50772 2.11311
C 0.38031 4.96600 2.47068
H 1.68921 -1.42011 -3.23107
C 2.93707 -0.49530 -1.76324
H -2.90989 -2.72563 0.94749
S 3.46273 1.71229 3.48196
C -1.03390 -3.73813 0.56838
N -6.40426 0.01011 1.78954
C 3.12657 -0.35998 1.99624
C 0.35288 1.31633 -2.99263
H -4.16944 0.53397 3.08877
C -5.12265 0.15481 1.21207
H 4.63444 -0.40709 3.59635
O 1.93399 2.65088 -1.58333
C -1.43905 -4.24893 -0.81930
C -3.69342 0.16097 -0.73078
H 0.96399 1.04417 -3.85561
C 1.86787 0.29349 -1.21732
H 1.34272 3.95011 -3.10630
C -0.44694 4.79035 1.36623
C 1.19554 1.43954 -1.74384
O -7.35152 -0.21271 1.04405
H 1.97441 4.08381 3.61455
C -2.75912 0.55459 1.49197
C 3.72058 -2.06866 -3.41965
H 5.80970 -2.53580 -3.36681
H 0.77742 -4.92335 0.70070
C 5.00816 -1.96772 -2.91883
H -0.94283 3.44478 -0.23431
H -0.55043 -4.42910 -1.42118
H -0.65445 -5.70956 1.39108
C 0.18325 -1.39643 0.16428
H -2.03911 -3.49675 -1.32690
Tc 0.53941 0.62028 0.18819
C -4.94248 -0.00416 -0.16571
C 2.24632 1.74616 2.22901
O -4.61515 -0.20727 -2.77110
H -1.18453 5.52949 1.09758
C 4.23775 -0.41054 -1.25958
H 3.51712 -2.71863 -4.25982
H -2.01454 -5.17064 -0.73966
C -0.13271 -4.75840 1.27430
C 5.25980 -1.13690 -1.83882
H 6.26247 -1.05533 -1.44308
H 2.62276 2.78738 -3.54236
C -0.33925 -2.46129 0.39052
H 3.23467 -1.34732 1.58346
C 2.17794 0.57414 1.50648
C 2.69522 -1.33840 -2.85363
H 0.28941 5.84901 3.08537
N -1.72757 0.80495 2.38467
O -2.48094 -0.03108 -2.66006
H -1.98457 -3.09704 2.39971
O -1.41263 0.73314 -0.46761
H 0.14716 -4.38963 2.25929
C 1.37181 2.84476 1.97812
O -1.99817 1.29959 3.49080
H -5.77960 -0.26872 -0.79261
H 2.97700 4.13484 -2.44332
C -4.03179 0.43678 2.02213
C -2.51940 0.47872 0.05211
H 4.42779 0.24540 -0.42424
H -0.39456 0.54199 -2.84272
C 1.30820 3.99603 2.77118
H -0.16184 2.24764 -3.22390
H -2.86010 -4.38683 1.55842
C 2.21908 3.40530 -2.73332
```

---

(4)
This record from OMol25 describes a structure of composition C31H29As2N6ReS3 at a distorted geometry. The level of theory is the ωB97M-V functional and the def2-TZVPD basis.

Computed properties:
HOMO-LUMO gap (alpha / beta), Eh: 0.1963 / 0.2074
E_tot, a.u.: -7271.42621
Expectation value of S²: 0.780
Charge: +1
Spin multiplicity: 2
HOMO level (alpha / beta), eV: -10.270 / -10.339
ΔE to the lowest compared entry with this formula, charge and spin, kJ/mol: 1.39

XYZ file:
```
72
C31H29As2N6ReS3 (the ωB97M-V functional and the def2-TZVPD basis)
C -4.67362 2.09808 -1.89512
H -0.82930 2.21992 -1.76848
C -3.14273 -2.73607 7.37476
H 3.58924 0.46040 -1.62614
H 4.36849 4.84765 3.05380
C -5.16920 -1.91621 6.37140
H 2.32414 4.79464 1.69464
C -1.10857 -4.40359 -3.02251
N -0.78914 -4.39762 -6.53883
S 0.57033 -0.30995 -2.13944
C -1.04402 -3.95507 -1.72721
S -0.51071 -2.10029 0.19103
H 0.16311 -1.69713 -4.62898
C -0.39514 3.68166 1.24009
H 3.73350 -1.27316 -1.28513
As 0.83930 2.59784 0.22855
C 4.77939 2.75422 2.81275
H -1.37248 -4.59914 -0.92227
C -0.13810 -1.84539 -2.49290
H -5.75321 2.04435 -1.93837
C -4.00498 1.42696 -0.88720
C -4.52123 -2.58894 7.40163
C -2.61511 1.47915 -0.83623
C -2.59094 2.87694 -2.78836
H 1.89566 3.23370 -1.97660
Re 0.14523 0.13621 0.10631
As 2.59922 -0.08838 0.60983
H -4.55277 0.85938 -0.15031
C 2.46291 2.68452 1.27843
H -1.37540 3.62420 0.76934
C 2.88964 3.88243 1.84243
H -1.33421 -2.32842 6.28507
C -2.41180 -2.21403 6.31906
H -5.09189 -2.99698 8.22446
H -6.24448 -1.80124 6.39192
S -0.20258 0.13168 2.45223
H -1.26010 -1.12301 4.31169
N -2.59397 0.46282 1.20710
N -2.03627 -6.77914 -3.48544
H -2.63234 -3.25958 8.17153
H 5.67812 2.77859 3.41446
H 2.65716 -1.37550 2.76093
C -0.67460 -3.57505 -4.08378
C -1.91148 2.19576 -1.78542
C -3.97261 2.83058 -2.84836
C -4.45172 -1.38605 5.31218
C 3.83014 -0.27496 -0.86208
H -4.94309 -0.86072 4.50508
C -1.61907 -5.72820 -3.28759
H 1.75273 4.63103 -0.88386
C -0.73699 -4.04019 -5.44934
C 4.36246 1.56097 2.24186
H 0.32236 4.03981 -1.76214
N -2.27718 -1.03318 4.24197
C -0.56722 -2.66375 -1.44492
H 4.84312 -0.11989 -0.49488
H 2.80885 -2.44603 1.35368
C 3.13366 -1.50418 1.79180
H -0.05972 4.71685 1.25077
C 4.04371 3.91589 2.61034
C -0.18432 -2.32070 -3.81599
H -0.44936 3.29047 2.25338
N -2.78161 -0.49489 3.20644
H -2.02938 3.43475 -3.52631
C 1.24784 3.74750 -1.26955
C -1.93587 -0.03304 2.27241
H 4.94828 0.66424 2.40025
H -4.50194 3.35470 -3.63232
H 4.21627 -1.50074 1.89549
C 3.20146 1.52598 1.47533
C -3.07743 -1.54905 5.30422
N -1.87315 0.79038 0.20996
```

---

(5)
This record from OMol25 describes a structure of composition C31H29Cl2F4N10OSr at a distorted geometry. The level of theory is the ωB97M-V functional and the def2-TZVPD basis.

Computed properties:
HOMO-LUMO gap, Eh: 0.2861
E_tot, a.u.: -3171.93723
Charge: +1
Spin multiplicity: 1
HOMO level, eV: -9.990
ΔE to the lowest compared entry with this formula, charge and spin, kJ/mol: 27.80

XYZ file:
```
78
C31H29Cl2F4N10OSr (the ωB97M-V functional and the def2-TZVPD basis)
H 0.39119 2.43841 -2.46157
C 5.85458 -1.01924 2.04927
H -2.66630 -2.56764 -1.15503
H -0.50423 -2.14957 1.70866
F 2.87300 -3.71489 2.79798
C 3.79401 2.39374 3.08035
H -1.32624 4.33638 -3.29180
H 5.69714 1.83873 2.24751
H 4.63129 2.63302 1.11162
C 3.87680 -2.86191 2.54915
C -0.17745 2.57483 -1.55373
C 3.58685 -1.55059 2.25344
N -6.28575 -0.51077 -2.87762
Cl 3.81323 -1.29639 -1.22249
H -3.30761 1.61905 -1.69341
C 2.14331 3.85483 2.09616
F 7.44788 -2.67188 2.41449
C 0.52000 -2.14299 -1.27805
H 1.73842 3.10844 4.65036
C -4.47671 1.09648 -3.41084
H 5.29310 0.47450 -0.80186
O -4.32280 -0.81498 -1.92009
C -2.91198 -4.07726 0.35977
N -1.30436 3.27304 -1.51060
C 4.65487 1.89579 1.92349
C -5.09055 -0.07285 -2.76531
C 4.53581 -0.56391 1.93270
H 1.01937 -1.77379 -2.16001
C -3.36065 -3.09198 -0.50927
C -2.05067 3.90755 -2.60100
H 2.80667 4.00089 1.24203
N 2.36276 2.52942 2.68908
F 2.24653 -1.15275 2.25836
H -2.58072 4.73068 -2.12561
C -3.82279 -4.75021 1.16357
Cl 3.44091 1.57210 -1.78003
C -4.84479 1.42559 -4.70928
H -1.25975 -5.25396 -0.35705
C -5.20043 -1.76980 -1.51421
H 5.12956 0.12183 -2.58052
H 0.46131 2.50975 3.59060
C -0.93256 2.54737 0.40153
H -3.48024 -5.51639 1.85032
N -0.08907 -3.30049 -1.27309
C -4.26453 2.52493 -5.32402
N 4.09663 0.63964 1.44657
H -2.88150 4.14704 -5.13165
C -5.63059 -3.48058 0.21058
C -0.22721 -2.29046 0.67465
H -1.14361 -4.85020 1.35188
C 4.63485 0.22608 -1.62452
H -6.68405 -3.24389 0.13663
C -1.45629 -4.47634 0.37883
C -4.71515 -2.79316 -0.57793
Sr 1.91019 0.55251 0.70728
H 1.63940 1.37735 4.29119
H 2.34172 4.65544 2.81961
H 5.44764 -4.30047 2.86265
H 3.84751 1.65181 3.87956
N -0.56656 -3.37671 -0.00410
N 0.11295 2.08984 -0.35126
C -3.55590 1.87391 -2.71656
C 1.50904 2.37388 3.86843
H -5.57316 0.81652 -5.22915
H -1.04381 2.35685 1.45945
H -5.88424 -4.98767 1.70766
C -3.33154 3.29053 -4.64100
C 6.15878 -2.32625 2.37516
F 6.85785 -0.18006 1.73331
H -4.53510 2.78352 -6.33914
H 4.15106 3.34599 3.49554
C 5.18767 -3.28042 2.62140
N -1.80680 3.27133 -0.24951
N 0.48110 -1.46365 -0.08928
C -2.98555 2.97870 -3.33068
C -5.17802 -4.45631 1.08386
N -6.35131 -1.66620 -2.06039
H 1.11560 3.95834 1.74693
```

---

(6)
This record from OMol25 describes a structure of composition C31H29IrN2O2PSSbSe4. The level of theory is the ωB97M-V functional and the def2-TZVPD basis.

Computed properties:
HOMO-LUMO gap, Eh: 0.1950
E_tot, a.u.: -12148.62523
Spin multiplicity: 1
HOMO level, eV: -5.895
ΔE to the lowest compared entry with this formula, charge and spin, kJ/mol: 3.55

XYZ file:
```
72
C31H29IrN2O2PSSbSe4 (the ωB97M-V functional and the def2-TZVPD basis)
C -3.65593 -0.09103 -3.53219
C -1.60730 0.01572 5.33111
H 2.52823 -5.36574 4.68626
Ir 0.11785 -0.43701 -0.00027
P -0.60188 -1.67756 1.73049
C -1.55112 0.45836 -5.27453
H -3.97069 -5.50509 -4.80031
C 1.76374 -2.69000 2.76410
C -4.33994 -3.22682 0.91794
H -0.43586 -0.99324 -4.12712
H 0.34978 1.00016 -2.50475
C 1.92855 -4.66089 4.12424
C -0.83035 -4.02178 -3.07904
H -1.80030 -6.68238 -4.93917
H -1.39990 -0.19312 6.37217
C -2.38519 1.10490 4.97926
C -4.01769 -4.35868 0.18537
H -0.63966 -4.08581 0.23421
H -1.57807 1.01099 -1.59448
H 3.60346 -3.43501 3.54729
H -2.42550 -5.54927 -0.63356
C -1.68134 -3.85101 0.43318
C -2.68482 -4.67267 -0.05322
C -2.07260 0.55995 2.64510
H 1.64878 0.13357 -1.96571
C -2.43740 -0.73275 -3.40444
H -4.45158 -0.28735 -2.82418
C -3.33410 -2.41000 1.42156
C -1.99950 -2.71700 1.18469
C -2.77704 1.10080 -5.42503
H 0.07919 -5.68562 4.51984
H -5.37619 -2.98483 1.11734
Se 2.08415 -1.84346 -0.48850
C -3.82578 0.82823 -4.56056
C -1.37593 -0.47114 -4.26296
N 0.88626 0.75765 -1.67625
H -4.80214 -5.00036 -0.19574
C -0.21618 -3.95713 3.29602
H -3.22222 2.22053 3.35287
H -3.59811 -1.54799 2.02078
C 0.55268 -4.84506 4.02886
H 0.03438 -3.59052 -2.58730
C -2.05502 -3.38356 -3.01648
H 0.20060 -5.73306 -3.84579
C -2.36631 0.98536 1.27092
Se 3.19521 0.58278 2.29553
H -4.14155 -3.37672 -3.54674
H -2.79859 1.75458 5.73879
O -2.23150 1.22294 -0.91517
C -1.31419 -0.56907 2.99984
Sb 4.20458 -0.33450 0.04874
Se 5.71745 -1.98694 0.90040
C -1.08669 -0.81683 4.34727
C -2.62262 1.36486 3.63933
H -2.91020 1.82181 -6.22070
O -0.74942 -1.64076 -1.64718
C -0.74880 -5.21812 -3.78271
C -1.87324 -5.74922 -4.39636
H 1.30433 1.59749 -1.27366
C -3.19374 -3.89813 -3.61991
C -3.09598 -5.08978 -4.31766
N -1.67162 0.69213 0.24509
C 0.39109 -2.87333 2.65590
H -0.47701 -1.66040 4.63769
H 2.24220 -1.85650 2.27586
Se 1.17101 1.29962 1.37404
H -4.77119 1.34161 -4.67373
H -1.28623 -4.11288 3.22423
C 2.53267 -3.58392 3.49664
H -3.22443 1.63358 1.11264
H -0.73748 0.67527 -5.95417
S -2.19001 -1.88155 -2.05935
```